[1]
DFT (ωB97M-V/def2-TZVPD) results for the molecule C22H22N2O6S2.

Calculated values
highest occupied orbital energy	-8.557	eV
structure (SMILES)	COc1ccccc1N(C)S(=O)(=O)c1ccc(C(=O)OCC(=O)NCc2cccs2)cc1
gap between HOMO and LUMO	0.311	hartree
energy relative to the best compared isomer or geometry (same formula, charge and spin)	0.150	eV
multiplicity	1

Element x y z (Å)
C  -1.40721  -2.03857  -0.06098
O  -2.28168  -0.99003  -0.40896
C  -3.57458  -1.31105  -0.72417
C  -4.00690  -2.58316  -1.06086
C  -5.32054  -2.79751  -1.45070
C  -6.20576  -1.74102  -1.50726
C  -5.79150  -0.46960  -1.14297
C  -4.48574  -0.24019  -0.73476
N  -4.01835  1.01620  -0.32935
C  -4.76739  2.20009  -0.68708
S  -3.20726  1.08221  1.15257
O  -3.44136  -0.10360  1.91903
O  -3.54055  2.34189  1.75517
C  -1.46368  1.21234  0.73326
C  -1.06814  1.80814  -0.44875
C  0.28055  1.96768  -0.71176
C  1.22276  1.54291  0.22318
C  2.68092  1.68093  -0.01210
O  3.52887  1.41839  0.80104
O  2.96421  2.10263  -1.26200
C  4.34754  2.18465  -1.58203
C  5.04165  0.81398  -1.54374
O  6.22459  0.70042  -1.33637
N  4.20955  -0.21668  -1.81567
C  4.52756  -1.57929  -1.42238
C  3.86678  -1.87965  -0.11491
C  2.55518  -2.18696  0.09940
C  2.23020  -2.28066  1.46952
C  3.29776  -2.02727  2.27036
S  4.71499  -1.67051  1.37460
C  0.80910  0.95575  1.41793
C  -0.54012  0.78947  1.67134
H  -1.18007  -2.67344  -0.92421
H  -0.49372  -1.55464  0.28209
H  -1.82427  -2.64701  0.74571
H  -3.32343  -3.41663  -1.03484
H  -5.64014  -3.79395  -1.71404
H  -7.22646  -1.89968  -1.81923
H  -6.49819  0.34374  -1.16642
H  -4.18636  3.06202  -0.36925
H  -5.73951  2.24941  -0.18842
H  -4.90696  2.22128  -1.76841
H  -1.81346  2.12648  -1.15922
H  0.61069  2.42610  -1.63090
H  4.86975  2.83720  -0.87609
H  4.39915  2.60770  -2.58689
H  3.22653  -0.01480  -1.93112
H  5.61404  -1.63841  -1.33506
H  4.17955  -2.26333  -2.20201
H  1.84803  -2.35448  -0.69484
H  1.25024  -2.52693  1.83779
H  3.33740  -2.03134  3.34144
H  1.55907  0.63586  2.12546
H  -0.89542  0.33220  2.58106

Results of the Mulliken charge analysis, in e, for atoms 1 through 4:
1. C -0.6651
2. O -0.0241
3. C 0.5883
4. C -0.6929



[2]
DFT (ωB97M-V/def2-TZVPD) results for a structure of composition C22H22N5S5Sn.

Calculated values
charge	-1
highest occupied orbital energy (spin up / spin down)	-3.372 / -3.170	eV
gap between HOMO and LUMO (spin up / spin down)	0.194 / 0.170	hartree
multiplicity	1

Element x y z (Å)
Sn  -0.48073  -0.45866  -1.83280
C  4.84887  -3.00616  -1.55730
C  5.21557  -1.66896  -1.55870
C  4.25397  -0.68006  -1.54420
C  2.89407  -1.01186  -1.52890
C  2.53717  -2.36046  -1.56100
C  3.50377  -3.34226  -1.57830
N  1.89237  -0.06446  -1.42910
N  2.24967  1.15184  -1.60720
C  1.29227  2.11924  -1.60420
C  1.77387  3.44054  -1.57280
C  0.89617  4.49794  -1.60300
C  -0.46143  4.25274  -1.78980
C  -0.91863  2.95004  -1.89200
C  -0.09363  1.84444  -1.68580
H  5.60307  -3.78166  -1.55460
H  6.26407  -1.40306  -1.56680
H  4.52657  0.36284  -1.54490
H  1.49457  -2.62926  -1.59300
H  3.20447  -4.37916  -1.60300
H  2.84197  3.60384  -1.51250
H  1.25537  5.51614  -1.50450
H  -1.15693  5.08454  -1.83840
H  -1.97373  2.78524  -2.08190
S  -6.29723  -5.45566  -1.50180
C  -5.03103  -4.40736  -1.54150
S  -3.37963  -4.91266  -1.47100
C  -2.63363  -3.31266  -1.51290
C  -3.48773  -2.26456  -1.60160
S  -3.14253  -0.57596  -1.66040
S  -5.19793  -2.68556  -1.65770
S  -0.93663  -3.30416  -1.44070
C  -2.33453  2.52394  2.83710
C  -2.00553  2.74064  1.36660
N  -1.81533  1.44424  0.77080
C  -0.99193  0.52394  1.32470
N  -0.45823  -0.38116  0.56310
C  0.35727  -1.40416  1.17450
C  -0.12703  -1.73316  2.57600
C  -0.10973  -0.45386  3.39130
N  -0.86263  0.55764  2.68760
C  -1.19063  1.73464  3.45920
H  -3.26133  1.95334  2.90930
H  -2.45873  3.47464  3.35860
H  -1.10233  3.36564  1.26940
H  -2.82423  3.24244  0.84580
H  -1.80813  1.40874  -0.24010
H  1.39797  -1.06266  1.19800
H  0.31687  -2.29096  0.54330
H  0.49957  -2.49816  3.03280
H  -1.14903  -2.10766  2.51600
H  0.92527  -0.11976  3.55900
H  -0.58003  -0.61366  4.37050
H  -0.30473  2.38314  3.55210
H  -1.46953  1.40744  4.46690

Results of the Mulliken charge analysis, in e, for atoms 1 through 4:
1. Sn 0.4924
2. C -0.4072
3. C -0.5763
4. C -0.4010



Look up the multiplicity of the second one.
1